No. 1
Entry from the OMol25 dataset: 5 unconnected molecules or ions with the total composition C32H75BI2N10O8P in a non-equilibrium geometry (the ωB97M-V functional and the def2-TZVPD basis).

Each line ends with the Löwdin charge.
Element x y z (Å)
C -4.107 5.705 0.596  -0.069
C -2.587 5.702 0.746  -0.238
N -1.915 4.617 0.049  0.018
C -1.794 3.361 0.667  -0.250
N -0.942 3.403 1.996  0.096
C 0.243 4.338 2.052  -0.038
C 1.620 4.235 1.361  -0.614
N 2.270 5.432 1.984  0.074
N 2.452 3.097 1.670  0.077
N 1.639 4.396 -0.084  0.114
C -0.927 2.042 2.750  -0.258
C -1.876 2.192 3.984  -0.111
C -3.393 2.272 3.822  -0.270
C -3.972 3.641 3.411  -0.658
I -5.542 4.290 4.734  0.818
C 0.435 1.601 3.336  -0.225
C 1.221 2.418 4.389  -0.671
C 0.663 2.460 5.811  -0.173
I 3.120 1.308 4.571  0.904
C -1.490 0.925 1.843  -0.094
B -1.642 -0.492 2.585  -0.614
O -2.913 -1.009 2.828  0.169
O -0.568 -1.241 2.966  0.007
C -0.652 -1.912 4.230  -0.029
C -0.957 0.905 0.381  -0.236
C 0.542 0.700 0.141  -0.187
C 1.170 -0.587 0.699  -0.068
C -1.507 2.208 -0.301  -0.355
C -0.764 2.543 -1.622  -0.222
N -1.545 3.358 -2.552  -0.110
C -0.746 4.375 -3.237  -0.109
P -3.254 1.596 -0.840  0.954
O -2.802 0.819 -2.204  -0.253
O -4.085 2.925 -1.315  -0.253
H -4.553 4.721 0.704  0.042
H -4.404 6.158 -0.347  0.084
H -4.528 6.335 1.386  0.082
H -2.216 6.635 0.318  0.126
H -2.332 5.770 1.816  0.094
H -1.128 4.906 -0.506  0.085
H -2.788 3.154 1.088  0.111
H -1.580 3.933 2.588  0.108
H -0.149 5.301 1.712  0.118
H 0.402 4.545 3.108  0.122
H 3.225 5.448 1.646  0.088
H 1.829 6.283 1.649  0.079
H 3.001 3.275 2.503  0.019
H 3.120 2.932 0.927  0.100
H 0.853 4.899 -0.463  0.056
H 1.802 3.532 -0.578  0.064
H -1.642 1.384 4.675  0.122
H -1.557 3.099 4.514  0.120
H -3.828 1.514 3.168  0.105
H -3.813 2.035 4.801  0.077
H -3.253 4.456 3.453  0.021
H -4.461 3.583 2.447  0.011
H 0.235 0.678 3.877  0.093
H 1.123 1.294 2.561  0.037
H 1.594 3.387 4.080  0.036
H -0.045 3.282 5.941  0.074
H 0.169 1.516 6.044  0.080
H 1.458 2.595 6.539  0.050
H -2.549 1.143 1.670  0.085
H -3.356 -0.606 3.580  0.102
H 0.346 -2.006 4.653  0.087
H -1.084 -2.907 4.131  0.106
H -1.263 -1.354 4.949  0.092
H -1.479 0.073 -0.110  0.129
H 0.727 0.673 -0.931  0.102
H 1.096 1.567 0.512  0.078
H 0.434 -1.390 0.712  0.080
H 1.604 -0.481 1.689  0.057
H 1.964 -0.913 0.024  0.077
H -0.566 1.572 -2.075  0.081
H 0.211 3.006 -1.497  0.085
H -1.946 2.797 -3.294  0.050
H -1.358 4.806 -4.030  0.090
H 0.151 3.965 -3.720  0.081
H -0.487 5.193 -2.557  0.063
H -3.346 1.033 -2.977  0.074
H -4.984 2.796 -0.991  0.050
C 2.136 -3.919 3.279  -0.365
O 2.074 -4.020 4.492  0.002
N 2.091 -4.944 2.414  -0.185
C 2.161 -4.740 0.983  -0.052
C 1.969 -6.305 2.924  -0.034
H 2.231 -2.936 2.780  0.127
H 1.260 -5.125 0.500  0.089
H 3.028 -5.257 0.566  0.091
H 2.249 -3.676 0.766  0.068
H 1.052 -6.403 3.505  0.096
H 2.813 -6.527 3.578  0.097
H 1.945 -7.009 2.100  0.047
C -0.952 1.334 -5.041  -0.353
O -2.077 1.774 -5.245  -0.002
N -0.063 1.002 -5.979  -0.176
C 1.258 0.490 -5.648  -0.043
C -0.435 1.157 -7.377  -0.027
H -0.580 1.160 -4.020  0.115
H 2.023 1.157 -6.053  0.093
H 1.391 -0.507 -6.060  0.068
H 1.373 0.432 -4.568  0.083
H -0.679 2.197 -7.590  0.094
H -1.312 0.550 -7.603  0.096
H 0.394 0.842 -8.005  0.088
C 3.279 -2.965 -4.923  -0.345
O 2.169 -2.510 -5.144  -0.007
N 4.159 -3.321 -5.874  -0.197
C 5.466 -3.862 -5.553  -0.054
C 3.780 -3.159 -7.268  -0.035
H 3.656 -3.128 -3.900  0.133
H 6.252 -3.225 -5.960  0.091
H 5.575 -4.865 -5.969  0.092
H 5.586 -3.918 -4.473  0.083
H 3.561 -2.112 -7.482  0.089
H 2.887 -3.744 -7.488  0.095
H 4.597 -3.493 -7.903  0.088
C 0.121 -9.552 1.139  -0.328
O 0.841 -8.646 1.526  -0.005
N -0.174 -9.792 -0.149  -0.195
C -1.037 -10.885 -0.552  -0.054
C 0.396 -8.924 -1.165  -0.039
H -0.355 -10.261 1.835  0.137
H -0.499 -11.573 -1.207  0.091
H -1.911 -10.504 -1.084  0.091
H -1.373 -11.431 0.326  0.084
H 1.485 -8.956 -1.123  0.093
H 0.080 -7.892 -1.001  0.089
H 0.062 -9.252 -2.146  0.086

Properties
LUMO energy = -2.00 eV
frontier orbital gap = 0.310 Eh
total charge = +1

No. 2
Entry from the OMol25 dataset: 6 unconnected molecules or ions with the total composition C32H76ClN2O13P in a non-equilibrium geometry (the ωB97M-V functional and the def2-TZVPD basis).

Each line ends with the Löwdin charge.
Element x y z (Å)
C 7.338 -2.389 1.223  -0.126
C 6.785 -3.796 0.680  -0.232
C 5.192 -3.934 0.645  -0.244
N 4.491 -2.750 0.030  -0.048
C 3.378 -3.195 -0.870  -0.355
N 2.496 -4.140 -0.144  -0.396
Cl 1.887 -3.510 1.338  0.627
C 2.633 -1.989 -1.617  -0.454
O 1.927 -1.084 -0.752  -0.031
C 3.731 -1.077 -2.418  -0.086
P 4.237 0.480 -1.495  0.675
O 5.332 1.162 -2.359  -0.356
O 2.979 1.645 -1.386  -0.191
O 4.946 0.208 0.023  -0.190
O 1.813 -2.578 -2.655  -0.023
C 0.439 -2.700 -2.252  -0.338
C -0.159 -3.961 -3.100  -0.051
C -0.723 -5.135 -2.159  -0.183
O -0.034 -6.404 -2.475  -0.102
C -0.310 -7.314 -1.392  -0.248
O -0.563 -8.487 -1.723  0.050
O -0.373 -1.548 -2.545  -0.095
C -1.725 -1.779 -2.052  -0.156
C -2.392 -0.496 -1.360  -0.285
C -3.435 0.232 -2.367  -0.077
C -3.065 -0.931 0.028  -0.161
C -4.521 -1.593 -0.099  -0.359
C -5.525 -0.694 0.819  -0.107
C -4.587 -3.085 0.562  -0.112
H 8.012 -2.469 2.143  0.078
H 6.503 -1.611 1.368  0.056
H 8.014 -1.963 0.387  0.080
H 7.157 -4.597 1.425  0.110
H 7.249 -4.108 -0.330  0.109
H 4.812 -4.110 1.721  0.111
H 4.959 -4.921 0.089  0.119
H 5.237 -2.280 -0.511  0.092
H 3.891 -3.818 -1.702  0.176
H 1.769 -4.552 -0.740  0.058
H 2.396 -0.982 0.111  0.088
H 4.638 -1.724 -2.651  0.117
H 3.187 -0.728 -3.373  0.139
H 3.426 2.525 -1.490  0.089
H 4.319 -0.195 0.666  0.066
H 0.305 -2.999 -1.147  0.130
H -0.903 -3.626 -3.905  0.130
H 0.720 -4.430 -3.687  0.136
H -0.555 -4.962 -1.042  0.107
H -1.842 -5.274 -2.406  0.144
H -0.234 -6.947 -0.310  0.160
H -1.812 -2.663 -1.335  0.123
H -2.358 -2.006 -2.994  0.136
H -1.559 0.259 -1.102  0.145
H -4.070 0.980 -1.770  0.083
H -4.161 -0.524 -2.843  0.077
H -2.856 0.759 -3.192  0.074
H -2.393 -1.694 0.569  0.107
H -3.123 0.002 0.696  0.116
H -4.905 -1.718 -1.162  0.117
H -6.631 -0.889 0.556  0.089
H -5.366 -1.057 1.901  0.085
H -5.294 0.413 0.712  0.052
H -5.577 -3.208 1.141  0.072
H -3.745 -3.273 1.307  0.071
H -4.633 -3.886 -0.269  0.073
C -2.195 5.662 -1.837  -0.066
C -2.171 4.159 -2.067  -0.500
C -1.302 3.794 -3.260  -0.059
O -3.501 3.691 -2.288  -0.070
H -2.611 6.182 -2.706  0.081
H -2.832 5.910 -0.984  0.078
H -1.190 6.048 -1.648  0.081
H -1.795 3.656 -1.171  0.139
H -1.687 4.251 -4.177  0.083
H -1.303 2.713 -3.420  0.067
H -0.270 4.125 -3.112  0.081
H -3.843 4.129 -3.078  0.090
C -8.623 3.523 1.156  -0.061
C -7.481 2.589 1.524  -0.493
C -6.441 3.297 2.378  -0.055
O -6.864 2.101 0.334  -0.079
H -8.259 4.375 0.573  0.080
H -9.357 3.004 0.534  0.080
H -9.126 3.900 2.050  0.072
H -7.873 1.724 2.065  0.123
H -6.001 4.142 1.837  0.081
H -5.620 2.618 2.626  0.076
H -6.880 3.669 3.307  0.081
H -6.513 2.859 -0.153  0.092
C 8.405 1.399 4.282  -0.065
C 7.590 0.838 3.128  -0.494
C 6.541 1.833 2.657  -0.053
O 6.949 -0.369 3.541  -0.078
H 7.765 1.617 5.143  0.080
H 9.148 0.670 4.618  0.079
H 8.923 2.316 3.991  0.081
H 8.254 0.585 2.297  0.139
H 5.836 2.067 3.462  0.083
H 5.955 1.414 1.835  0.051
H 7.003 2.763 2.317  0.086
H 6.359 -0.156 4.276  0.091
C 8.331 3.176 -3.863  -0.066
C 8.479 3.556 -2.397  -0.504
C 9.612 2.784 -1.738  -0.069
O 7.261 3.285 -1.713  -0.077
H 8.096 2.113 -3.968  0.081
H 7.507 3.729 -4.320  0.080
H 9.247 3.388 -4.420  0.076
H 8.668 4.630 -2.313  0.135
H 9.421 1.707 -1.770  0.080
H 9.700 3.058 -0.683  0.074
H 10.567 2.984 -2.232  0.076
H 7.082 2.335 -1.782  0.044
C -11.079 0.299 3.454  -0.061
C -10.004 0.975 4.289  -0.504
C -10.077 0.540 5.744  -0.064
O -10.161 2.391 4.208  -0.064
H -12.078 0.564 3.815  0.082
H -11.021 0.629 2.413  0.078
H -10.975 -0.789 3.481  0.081
H -9.017 0.734 3.883  0.127
H -11.042 0.813 6.185  0.081
H -9.307 1.042 6.334  0.080
H -9.943 -0.540 5.841  0.081
H -11.030 2.615 4.565  0.090

Properties
structure (SMILES) = CCCN[C@@H](NCl)[C@@](O)(CP(=O)(O)O)O[C@H](CCOC=O)OC[C@@H](C)CC(C)C.CC(C)O.CC(C)O.CC(C)O.CC(C)O.CC(C)O
LUMO energy = 0.14 eV
frontier orbital gap = 0.353 Eh